Molecular formula: C24H32ClFNO6P
Method: DFT, the ωB97M-V functional and the def2-TZVPD basis

XYZ file:
```
66
Properties=species:S:1:pos:R:3:forces:R:3:nbo_charge:R:1
O 5.594 2.493 4.354 -8.295 0.175 -3.575 -0.48
C 4.377 2.492 3.804 4.407 0.806 1.692 0.66
N 3.675 1.190 3.388 -0.683 0.872 -0.348 -0.69
C 2.835 1.391 2.118 -1.565 -1.376 -3.197 0.66
O 2.522 0.519 1.155 2.223 5.841 6.853 -0.47
C 2.380 2.956 2.290 -0.423 4.411 0.792 -0.08
C 3.341 3.694 3.395 -1.751 0.305 -1.518 -0.15
C 3.192 5.250 3.891 -2.269 -1.206 -2.433 -0.02
Cl 4.319 5.943 5.189 -2.022 -1.200 -2.329 0.06
C 1.982 6.141 3.214 0.779 -3.164 -0.608 0.37
F 1.736 7.561 3.617 0.820 -4.839 -1.393 -0.34
C 1.038 5.416 2.087 0.878 -0.774 0.021 0.03
C -0.187 6.332 1.432 0.288 -0.066 0.768 -0.46
C -1.378 6.347 2.605 0.615 -0.952 0.797 -0.45
C -2.283 4.976 2.609 -2.691 -3.237 -0.334 -0.02
C -3.465 4.792 1.466 0.959 -2.884 3.110 -0.25
C -4.412 3.440 1.473 2.263 0.585 2.280 -0.24
C -4.279 2.225 2.590 2.941 4.036 -0.154 -0.25
C -3.090 2.387 3.718 -1.091 2.723 -2.926 -0.21
C -2.120 3.742 3.725 -2.649 -0.482 -2.434 -0.23
C 1.186 3.841 1.581 4.023 -0.161 4.057 -0.35
P 0.046 3.057 0.239 -2.170 1.112 -2.387 1.27
O 0.995 2.227 -0.992 -1.413 0.267 1.037 -0.97
O -1.128 1.987 0.954 1.510 0.492 -1.416 -0.96
H 2.909 1.187 4.121 0.988 -0.619 -0.799 0.40
H -0.596 5.894 0.426 0.972 0.502 2.088 0.26
H 0.201 7.434 1.193 -0.748 -2.443 0.853 0.25
H -0.784 6.355 3.640 -1.512 0.179 -2.174 0.23
H -2.038 7.311 2.542 1.159 -1.998 -0.006 0.25
H -3.571 5.665 0.669 0.029 -2.236 1.806 0.24
H -5.250 3.375 0.649 1.868 0.096 1.873 0.23
H -5.028 1.310 2.533 1.889 2.158 0.232 0.25
H -2.991 1.530 4.532 -0.023 2.199 -1.889 0.24
H -1.304 3.785 4.573 -1.776 0.078 -1.965 0.23
H 0.454 2.181 -1.857 0.935 0.360 2.244 0.51
H -1.877 1.925 0.276 1.517 0.366 1.325 0.51
C -2.159 -2.608 -2.011 0.098 -0.109 0.229 -0.64
C -1.249 -2.080 -3.107 -0.014 0.200 0.072 -0.06
O -0.422 -0.998 -2.685 -0.201 0.088 -0.191 -0.55
C 0.492 -1.271 -1.627 0.275 0.066 0.081 -0.07
C 1.506 -2.351 -1.964 -0.146 -0.253 -0.120 -0.65
H -2.746 -1.796 -1.571 0.028 -0.061 -0.110 0.21
H -2.845 -3.360 -2.414 0.057 0.085 0.010 0.21
H -1.589 -3.077 -1.205 -0.063 -0.018 -0.091 0.21
H -1.871 -1.697 -3.924 0.221 0.145 0.111 0.18
H -0.638 -2.881 -3.534 0.034 -0.068 0.090 0.16
H -0.053 -1.513 -0.706 0.033 -0.056 -0.036 0.16
H 1.029 -0.336 -1.432 -0.276 -0.066 -0.107 0.20
H 1.026 -3.325 -2.091 0.110 -0.026 0.052 0.21
H 2.246 -2.443 -1.164 -0.094 0.063 -0.073 0.22
H 2.024 -2.116 -2.899 -0.028 0.046 0.135 0.21
C 2.258 -7.868 -3.539 -0.087 -0.062 -0.219 -0.64
C 1.452 -7.189 -2.445 0.095 0.114 -0.055 -0.06
O 0.804 -5.994 -2.876 -0.014 0.087 0.037 -0.54
C -0.150 -6.131 -3.926 0.022 0.010 0.083 -0.06
C -1.319 -7.031 -3.569 0.009 -0.202 0.117 -0.65
H 2.963 -7.164 -3.993 -0.050 -0.063 0.119 0.21
H 2.819 -8.714 -3.131 -0.060 0.111 -0.018 0.22
H 1.614 -8.249 -4.336 0.067 -0.037 0.072 0.20
H 2.133 -6.900 -1.637 -0.222 0.187 -0.133 0.19
H 0.724 -7.878 -2.005 -0.031 -0.070 -0.061 0.16
H 0.343 -6.467 -4.846 -0.048 -0.062 0.040 0.16
H -0.533 -5.125 -4.130 0.236 -0.067 0.162 0.18
H -1.000 -8.068 -3.432 -0.066 0.041 -0.071 0.20
H -2.071 -7.015 -4.364 0.086 0.018 0.074 0.22
H -1.787 -6.706 -2.634 0.044 0.032 -0.138 0.21
```
Positions in Å, forces in eV/Å.

The total charge is 0. The frontier orbital gap comes out at 6.633 eV. The value obtained for the energy relative to the best compared isomer or geometry (same formula, charge and spin) is 2028.0 kJ/mol. The SMILES is O=C1NC(=O)c2c1c(Cl)c(F)c(CCc1ccccc1)c2P(O)O.CCOCC.CCOCC.